Entry from OMol25: a single C5H8O2 molecule (ωB97M-V/def2-TZVPD).

Summary:
SMILES = C=C(C=O)OCC
M = 100.1 g mol⁻¹
Energy relative to the best compared isomer or geometry (same formula, charge and spin) = 1.6553 eV
Gap between HOMO and LUMO = 9.97 eV

ORCA input file:
```
! wB97M-V def2-TZVPD RIJCOSX def2/J DEFGRID3
* xyz 0 1
C -2.074 -0.196 -0.147
C -0.919 -0.753 0.666
C 0.921 1.155 -1.042
C 1.036 0.454 0.086
O 0.040 0.252 1.002
C 2.344 -0.152 0.478
O 3.355 -0.075 -0.180
H -2.528 0.653 0.374
H -2.840 -0.966 -0.292
H -1.742 0.136 -1.135
H -0.422 -1.573 0.129
H -1.277 -1.142 1.624
H 1.796 1.258 -1.676
H -0.004 1.637 -1.336
H 2.315 -0.688 1.449
*
```


Entry from OMol25: a single FNO3S molecule (ωB97M-V/def2-TZVPD).

Summary:
M = 113.1 g mol⁻¹
Energy relative to the best compared isomer or geometry (same formula, charge and spin) = 0.7205 eV
Gap between HOMO and LUMO = 10.38 eV

ORCA input file:
```
! wB97M-V def2-TZVPD RIJCOSX def2/J DEFGRID3
* xyz 0 1
N -0.228 1.161 -1.253
O -0.113 0.002 -0.461
O -0.923 0.932 -2.163
O -0.561 -1.443 1.644
F 1.297 0.303 1.494
S 0.528 -0.956 0.739
*
```


Entry from OMol25: 3 unconnected molecules or ions with the total composition CH8O2 (ωB97M-V/def2-TZVPD).

Summary:
SMILES = C.O.O
M = 52.1 g mol⁻¹
Energy relative to the best compared isomer or geometry (same formula, charge and spin) = 0.6308 eV
Gap between HOMO and LUMO = 11.77 eV

ORCA input file:
```
! wB97M-V def2-TZVPD RIJCOSX def2/J DEFGRID3
* xyz 0 1
C -3.495 -1.348 -0.081
H -4.466 -1.362 0.481
H -3.103 -2.175 -0.475
H -2.668 -0.984 0.655
H -3.667 -0.724 -0.884
H 2.464 -0.816 0.805
H 3.799 -0.115 0.272
O 2.948 0.034 0.704
H 2.259 2.414 -1.044
H 2.924 2.291 0.187
O 3.006 2.784 -0.621
*
```


DFT total energy / Eh: -345.7441; -778.3895; -193.3422
E_LUMO / eV: 0.134; -0.875; 0.560